Run one
2 unconnected molecules or ions with the total composition C12H17N. Source: the OMol25 dataset; level of theory: wB97M-V/def2-TZVPD.

Results
**SMILES**: Cc1c[nH]c2ccccc12.CCC
**Orbital gap**: 0.3173 Ha
**HOMO**: -7.7 eV
**E_LUMO**: 0.895 eV

Element x y z (Å)
N  2.01996  0.27245  2.20149
C  -0.27327  0.32981  1.91891
C  0.77593  -1.93303  2.24554
C  1.60802  1.61664  1.99273
C  -1.43433  -1.71164  1.57638
C  -0.62873  2.95342  1.64498
C  -0.25569  0.74940  -3.16371
C  0.79788  -0.53910  2.15227
C  0.23668  1.70309  1.77309
C  0.03317  -1.56647  -2.82242
C  0.68414  -0.32835  -3.56417
C  -0.38063  -2.52685  1.82203
C  -1.49038  -0.25547  1.59816
H  0.47614  -0.27505  -4.62535
H  -0.74003  -1.08774  -2.11628
H  -0.04927  3.87069  1.88878
H  -0.46684  -3.64240  1.68747
H  -1.64718  3.01585  2.18060
H  -0.48592  -2.21119  -3.66395
H  -2.42796  -2.14451  1.28471
H  -2.38587  0.18986  1.24529
H  2.31346  2.36805  1.85998
H  -1.02053  2.99001  0.53442
H  0.62248  -2.37691  -2.31293
H  -1.38480  0.52896  -2.92121
H  2.90891  0.09140  2.27524
H  1.54824  -2.52322  2.67267
H  -0.53833  1.53759  -3.83991
H  1.63975  -0.28199  -3.21558
H  -0.05501  1.18670  -2.30923

Atom charges from the Löwdin analysis, given in e for atoms 1 to 8:
1. N 0.10
2. C -0.17
3. C -0.03
4. C -0.04
5. C -0.11
6. C -0.07
7. C -0.18
8. C -0.16

---

Run two
2 unconnected molecules or ions with the total composition C12H17N. Source: the OMol25 dataset; level of theory: wB97M-V/def2-TZVPD.

Results
**SMILES**: Cc1c[nH]c2ccccc12.CCC
**Orbital gap**: 0.3240 Ha
**HOMO**: -7.9 eV
**E_LUMO**: 0.905 eV

Element x y z (Å)
N  -0.44581  1.40749  1.02347
C  3.07953  -0.65634  0.93068
C  -2.79044  -0.42528  -0.98372
C  -2.91749  -1.88365  -0.49731
C  -1.61123  -2.52741  -0.09785
C  1.46276  2.47083  -1.98430
C  2.82173  0.36913  0.03679
C  1.06806  -0.22971  2.19758
C  0.94757  2.01027  -0.65099
C  0.71912  0.71409  1.24623
C  1.58652  1.01045  0.18470
C  2.28175  -0.88880  2.05148
C  -0.25954  2.21144  -0.09454
H  2.51827  2.25098  -2.02700
H  0.96364  1.97881  -2.81068
H  -3.45387  -2.50895  -1.22151
H  2.54756  -1.70622  2.71208
H  -0.65148  -2.01174  -0.19465
H  3.51131  0.65290  -0.74621
H  -1.08277  1.78363  1.70819
H  1.24022  3.52612  -2.16487
H  -1.54957  -2.65305  0.99616
H  -3.66465  -1.88784  0.29967
H  0.44651  -0.65795  2.97093
H  -1.48120  -3.57368  -0.36798
H  -3.77712  0.03664  -0.92175
H  3.90712  -1.34197  0.77287
H  -1.06376  2.84572  -0.43317
H  -2.29470  0.07731  -0.15121
H  -2.05805  -0.39322  -1.78308

Atom charges from the Löwdin analysis, given in e for atoms 1 to 8:
1. N 0.06
2. C -0.11
3. C -0.11
4. C -0.33
5. C -0.13
6. C -0.04
7. C -0.02
8. C -0.03

---

run two (56.6 kcal/mol below the next structure)

---

Run one
A molecular structure, C13H17IN3O2OsSbSe4Si. Source: the OMol25 dataset; level of theory: wB97M-V/def2-TZVPD.

Results
**Orbital gap (spin up / spin down)**: 0.2371 / 0.2082 Ha
**HOMO (spin up / spin down)**: -2.1 / -2.3 eV
**E_LUMO (spin up / spin down)**: 4.317 / 3.405 eV
**Spin multiplicity**: 5
**Net charge**: -2

Element x y z (Å)
Os  1.16291  -0.72390  1.09992
I  1.94972  -2.83088  2.96161
Sb  4.88367  0.03512  -0.59460
Se  6.06128  1.97067  -1.69665
Se  1.92141  -1.96087  -0.70105
Se  6.72127  0.07827  1.09421
Se  2.89094  1.02075  1.02108
Si  -0.13910  0.57143  -0.39767
O  -0.60891  -1.64350  1.23103
O  0.29215  0.29248  2.96251
N  -1.47528  -1.76568  0.11969
N  -3.78503  -3.51249  -1.61950
N  -4.16240  -1.60920  2.24738
C  -3.22742  -3.23456  -0.66087
C  -0.74592  2.31772  0.30111
C  0.27788  0.09716  -3.22458
C  0.94004  0.40367  -4.43495
C  0.51455  0.87623  -2.07982
C  1.41292  1.94388  -2.18735
C  1.79081  1.48062  -4.47972
C  -3.48595  -2.10745  1.45176
C  -2.66619  -2.63241  0.46494
C  2.07702  2.27506  -3.37514
C  -1.61669  -0.75608  4.10989
C  -1.12578  0.37239  3.20832
C  -1.77776  -0.43403  -0.43529
H  2.83745  2.95984  -3.41387
H  -1.24087  1.34979  3.61483
H  -1.55673  0.30467  2.22369
H  -0.25691  -0.90536  -3.12611
H  -0.60142  2.94515  -0.59855
H  1.71488  2.50383  -1.24246
H  0.65364  -0.27345  3.64148
H  -1.23698  -0.52210  5.16128
H  -0.88042  -2.32327  -0.52882
H  0.83701  -0.30203  -5.22785
H  -1.09131  -1.63201  3.76651
H  2.23789  1.70898  -5.41909
H  -2.65641  -0.83039  4.12236
H  -2.50302  0.04823  0.26282
H  -0.24147  2.67257  1.21827
H  -1.82142  2.37873  0.55909
H  -2.27406  -0.60755  -1.39983

Atom charges from the Löwdin analysis, given in e for atoms 1 to 8:
1. Os 0.34
2. I -0.09
3. Sb 0.01
4. Se -0.34
5. Se 0.09
6. Se -0.24
7. Se -0.04
8. Si 0.41

---

Run two
A molecular structure, C13H17IN3O2OsSbSe4Si. Source: the OMol25 dataset; level of theory: wB97M-V/def2-TZVPD.

Results
**Orbital gap (spin up / spin down)**: 0.2342 / 0.2191 Ha
**HOMO (spin up / spin down)**: -2.1 / -2.4 eV
**E_LUMO (spin up / spin down)**: 4.261 / 3.554 eV
**Spin multiplicity**: 5
**Net charge**: -2

Element x y z (Å)
Os  -1.45393  0.94677  0.67243
I  -3.15794  3.10762  0.18297
Sb  -0.52684  -2.01569  3.20124
Se  -0.26714  -1.20561  0.64066
Se  1.75658  -2.04494  4.37433
Se  -2.39647  0.90719  2.84709
Se  -0.08796  -4.35347  3.10761
Si  0.54221  1.98766  1.41029
O  -1.26401  1.02104  -1.50160
O  -4.21769  -3.78555  0.55751
N  -1.37644  2.89948  -4.52398
N  1.83011  0.32557  -4.90960
N  -0.36985  0.48257  -2.24209
C  2.36636  2.26500  -2.18246
C  1.49512  2.37576  -1.18515
C  -2.92468  -5.59114  -0.39996
C  0.21879  3.86879  1.62282
C  -1.02751  1.95861  -4.02005
C  3.48690  1.40725  -2.13532
C  3.60721  0.60718  -0.99064
C  -0.29049  0.86616  -3.46062
C  -3.23493  -4.79643  0.92338
C  2.80418  0.85399  0.09255
C  1.30128  1.61103  3.05078
C  0.99168  0.59020  -4.17614
C  1.71247  1.68676  -0.01593
H  -3.97122  -2.93531  0.97989
H  3.02731  0.34443  0.95570
H  -0.16539  4.21716  0.72711
H  0.63737  2.99330  -1.48161
H  4.12395  1.29616  -3.02857
H  1.94284  0.79902  2.88965
H  -0.49808  3.75792  2.35945
H  1.83501  2.51273  3.23766
H  4.39984  -0.18361  -0.92240
H  -2.45327  -5.05763  -1.19496
H  -2.41830  -4.24897  1.31231
H  -3.88102  -5.93931  -0.84055
H  -3.66395  -5.48555  1.63503
H  1.17401  4.31727  1.98077
H  -2.36523  -6.46958  -0.13092
H  2.22094  2.76971  -3.16252
H  0.53815  1.33643  3.74386

Atom charges from the Löwdin analysis, given in e for atoms 1 to 8:
1. Os 0.23
2. I -0.03
3. Sb -0.02
4. Se -0.01
5. Se -0.24
6. Se -0.08
7. Se -0.26
8. Si 0.30

---

run one (6.2 kcal/mol below the next structure)

---

Run one
A gas-phase ion, C6H13N4 (charge +1). Source: the OMol25 dataset; level of theory: wB97M-V/def2-TZVPD.

Results
**SMILES**: N[C@@H]1C[N@H+]1C[C@H]1C=NNC1
**Orbital gap**: 0.3744 Ha
**HOMO**: -12.7 eV
**E_LUMO**: -2.503 eV
**Net charge**: +1

Element x y z (Å)
N  -2.00525  1.43779  0.21737
N  2.34313  1.45167  -1.37028
N  0.72706  -0.13274  -0.18535
N  -2.04864  0.39813  -0.67755
C  1.64971  -0.89766  -1.02745
C  -1.57215  1.03643  1.33800
C  2.20928  0.37832  -0.56441
C  0.29336  -0.64114  1.12759
C  -2.01637  -0.87015  0.07909
C  -1.22207  -0.45060  1.32310
H  -2.80082  0.50972  -1.34749
H  2.01820  -1.81822  -0.58992
H  -1.52577  -0.97062  2.23006
H  2.48383  2.36237  -0.96679
H  -3.02826  -1.18777  0.35527
H  0.53810  -1.70479  1.19433
H  -1.38631  1.70778  2.15199
H  -1.54900  -1.65745  -0.51097
H  -0.05052  0.32792  -0.67556
H  1.37282  -0.99723  -2.06927
H  1.92625  1.44512  -2.28624
H  0.83276  -0.11181  1.91792
H  2.81065  0.38492  0.33655

Atom charges from the Löwdin analysis, given in e for atoms 1 to 8:
1. N 0.04
2. N 0.13
3. N 0.00
4. N -0.09
5. C -0.01
6. C -0.10
7. C -0.23
8. C -0.10

---

Run two
2 unconnected molecules or ions with the total composition C6H13N4. Source: the OMol25 dataset; level of theory: wB97M-V/def2-TZVPD.

Results
**Orbital gap**: 0.3368 Ha
**HOMO**: -12.4 eV
**E_LUMO**: -3.267 eV
**Net charge**: +1

Element x y z (Å)
N  -2.94774  0.22813  -0.22767
N  0.17241  1.94354  0.20330
N  -2.15716  -0.82232  -0.05652
N  2.32318  -0.03929  0.05402
C  -2.55261  -2.16253  -0.30504
C  2.86531  0.44342  -0.96771
C  -2.19008  1.35870  -0.13735
C  -0.89902  -0.35475  -0.12217
C  -0.83355  1.04032  0.02555
C  3.14689  -0.32577  1.16671
H  4.17721  -0.16841  0.93486
H  -0.07741  -1.06593  -0.06586
H  1.10762  1.75931  0.02469
H  2.89463  0.15370  2.10524
H  -3.94267  0.06831  -0.49847
H  -2.14106  -2.54616  0.66723
H  3.89398  0.60892  -0.95063
H  -2.58068  2.32922  -0.42530
H  -2.01167  -2.62170  -1.03638
H  -3.60058  -2.20388  -0.21087
H  3.09505  -1.29469  1.46841
H  0.07558  2.97941  0.09627
H  2.18237  0.69244  -1.74231

Atom charges from the Löwdin analysis, given in e for atoms 1 to 8:
1. N 0.09
2. N 0.13
3. N -0.16
4. N -0.10
5. C 0.05
6. C -0.02
7. C 0.03
8. C 0.03

---

run one (25.7 kcal/mol below the next structure)

---

Run one
2 unconnected molecules or ions with the total composition C2H3IO. Source: the OMol25 dataset; level of theory: wB97M-V/def2-TZVPD.

Results
**Orbital gap (spin up / spin down)**: 0.2629 / 0.2629 Ha
**HOMO (spin up / spin down)**: -8.4 / -8.4 eV
**E_LUMO (spin up / spin down)**: -1.228 / -1.227 eV

Element x y z (Å)
I  -2.88424  -0.69123  -0.01647
O  -0.34978  1.91936  -0.04890
C  0.65172  -0.35883  -0.00025
C  -0.23398  0.76046  -0.12335
H  0.47348  -1.32660  -0.31166
H  1.50207  0.06836  -0.50101
H  0.84072  -0.37151  1.00164

Charges computed using Löwdin, reported in e:
1. I -0.14
2. O 0.20
3. C -0.04
4. C -0.29
5. H 0.07
6. H 0.11
7. H 0.09

---

Run two
C2H3IO in the gas phase. Source: the OMol25 dataset; level of theory: wB97M-V/def2-TZVPD.

Results
**SMILES**: C=COI
**Orbital gap**: 0.3003 Ha
**HOMO**: -9.3 eV
**E_LUMO**: -1.095 eV

Element x y z (Å)
I  -2.61200  -0.17410  0.71336
O  -0.72610  -1.00847  0.83150
C  0.42371  -0.48858  0.07858
C  0.56583  0.71499  -0.49280
H  -0.34423  1.17704  -0.74175
H  1.60874  1.13926  -0.68107
H  1.08405  -1.36014  0.29218

Charges computed using Löwdin, reported in e:
1. I 0.83
2. O -0.73
3. C -0.28
4. C -0.02
5. H -0.01
6. H 0.09
7. H 0.12

---

run one (21.1 kcal/mol below the next structure)